(1)
Below is a molecular structure, C32H51N8RbS, with properties calculated with the ωB97M-V functional and the def2-TZVPD basis.

Each line ends with the Löwdin charge.
Positions of all 93 atoms, in Å:
Rb1 -0.223 0.133 -0.073  0.6858
C1 1.462 0.714 4.134  -0.0343
C2 0.219 1.108 3.361  -0.1920
C3 0.181 2.322 2.665  -0.2007
C4 1.421 3.177 2.518  -0.0340
C5 -1.009 2.747 2.060  -0.2086
C6 -1.065 4.102 1.393  -0.0434
C7 -2.140 1.924 2.090  -0.2154
C8 -3.389 2.339 1.343  -0.0310
C9 -2.098 0.703 2.773  -0.2099
C10 -3.347 -0.146 2.872  -0.0322
C11 -0.910 0.278 3.380  -0.2012
C12 -0.848 -1.099 4.009  -0.0441
H1 2.145 0.094 3.544  0.0685
H2 1.203 0.155 5.031  0.0781
H3 2.016 1.592 4.458  0.0767
H4 1.436 4.006 3.232  0.0952
H5 1.467 3.610 1.518  0.0816
H6 2.331 2.599 2.662  0.0679
H7 -0.707 4.048 0.360  0.0367
H8 -0.446 4.824 1.926  0.0798
H9 -2.080 4.496 1.376  0.0756
H10 -3.137 2.857 0.418  0.0805
H11 -4.016 3.012 1.936  0.0976
H12 -3.998 1.478 1.073  0.0720
H13 -3.510 -0.735 1.964  0.0727
H14 -4.228 0.477 3.020  0.0836
H15 -3.293 -0.840 3.708  0.0715
H16 -1.345 -1.131 4.984  0.0938
H17 0.179 -1.426 4.158  0.0621
H18 -1.329 -1.836 3.364  0.0552
S1 0.262 2.636 -1.890  0.4445
C13 -1.003 1.990 -2.908  -0.8419
N1 -1.979 2.703 -3.404  0.0365
N2 -1.987 3.979 -3.078  -0.0262
C14 -2.975 4.843 -3.551  -0.2365
C15 -2.995 6.151 -3.072  -0.0389
C16 -3.956 7.041 -3.526  -0.1019
C17 -4.910 6.640 -4.451  -0.1144
C18 -4.887 5.332 -4.920  -0.0963
C19 -3.928 4.433 -4.483  -0.0328
N3 -1.140 0.669 -3.352  0.0112
N4 -0.342 -0.173 -2.909  -0.0554
C20 -0.525 -1.471 -3.478  -0.2585
C21 0.167 -2.513 -2.866  -0.0539
C22 0.092 -3.802 -3.377  -0.0988
C23 -0.683 -4.063 -4.497  -0.0932
C24 -1.371 -3.020 -5.112  -0.0799
C25 -1.289 -1.730 -4.615  -0.0220
H19 -1.223 4.306 -2.489  0.0468
H20 -2.252 6.463 -2.346  0.1088
H21 -3.959 8.057 -3.149  0.0989
H22 -5.660 7.338 -4.801  0.0939
H23 -5.625 5.008 -5.644  0.0991
H24 -3.898 3.414 -4.844  0.0991
H25 0.791 -2.286 -2.006  0.0847
H26 0.647 -4.604 -2.907  0.0969
H27 -0.739 -5.066 -4.900  0.1003
H28 -1.964 -3.214 -5.997  0.1033
H29 -1.806 -0.908 -5.091  0.1065
N5 2.449 -0.127 -1.377  -0.0667
C26 3.764 0.130 -0.790  -0.2766
C27 4.284 -1.080 -0.022  -0.1997
C28 3.586 -1.380 1.302  -0.2775
N6 2.231 -1.939 1.139  -0.0116
H30 2.540 -0.771 -2.155  0.0617
H31 2.053 0.724 -1.775  -0.0363
H32 3.667 0.971 -0.097  0.1133
H33 4.513 0.426 -1.532  0.1073
H34 5.343 -0.923 0.197  0.1089
H35 4.232 -1.966 -0.668  0.1117
H36 3.499 -0.449 1.868  0.0944
H37 4.229 -2.045 1.886  0.1055
H38 1.868 -2.208 2.048  0.0552
H39 2.287 -2.792 0.591  0.0616
C29 -0.561 -5.084 2.211  -0.0442
C30 -1.542 -4.641 1.132  -0.6394
C31 -1.237 -5.374 -0.174  -0.0449
C32 -2.971 -4.929 1.578  -0.0469
N7 -1.366 -3.176 1.030  -0.0796
N8 -2.196 -2.471 0.112  -0.0046
H40 -0.643 -6.158 2.388  0.0885
H41 -0.761 -4.555 3.145  0.0821
H42 0.470 -4.872 1.909  0.0764
H43 -1.445 -6.442 -0.075  0.0887
H44 -0.184 -5.257 -0.441  0.0760
H45 -1.842 -5.001 -1.004  0.0720
H46 -3.066 -5.973 1.881  0.0867
H47 -3.689 -4.755 0.773  0.0787
H48 -3.237 -4.297 2.429  0.0862
H49 -0.405 -2.970 0.775  0.0759
H50 -3.136 -2.470 0.485  0.0621
H51 -2.227 -2.903 -0.810  0.0669

Values from the calculation:
Highest occupied orbital energy ... -6.44 eV
Total charge ... 0
Max |F| ... 0.69 eV Å⁻¹
E_LUMO ... 0.0 eV
Energy relative to the best compared isomer or geometry (same formula, charge and spin) ... 6.2 kcal per mole
Kohn-Sham gap ... 6.47 eV


(2)
Below is 3 unconnected molecules or ions with the total composition C32H51NO13P2S at a distorted geometry, with properties calculated with the ωB97M-V functional and the def2-TZVPD basis.

Each line ends with the Löwdin charge.
Positions of all 100 atoms, in Å:
C1 5.121 -2.532 1.339  -0.0813
C2 3.892 -2.842 0.427  -0.2396
N1 3.666 -1.913 -0.689  -0.0258
C3 3.432 -0.558 -0.286  -0.1961
C4 4.552 0.284 -0.180  -0.0139
C5 4.441 1.610 0.197  0.0002
C6 3.160 2.076 0.467  -0.0947
C7 2.043 1.256 0.372  -0.0305
C8 2.134 -0.105 -0.016  -0.0443
C9 0.817 -0.874 -0.048  -0.1266
C10 0.782 -2.322 -0.560  -0.1974
C11 -0.666 -2.785 -0.914  -0.1854
C12 -1.809 -2.079 -0.131  -0.2232
S1 -1.830 -2.448 1.629  0.6013
O1 -0.540 -2.830 2.136  -0.2845
O2 -2.866 -3.386 1.924  -0.2787
O3 -2.242 -1.085 2.381  -0.1541
C13 0.703 1.913 0.700  -0.2496
O4 -0.168 1.393 1.367  0.1108
C14 0.559 3.321 0.144  -0.0922
C15 -0.629 3.739 -0.434  -0.0053
C16 -0.690 5.028 -0.966  -0.0597
C17 0.436 5.833 -0.874  -0.0735
C18 1.633 5.429 -0.295  -0.0094
C19 1.688 4.140 0.222  -0.0883
C20 2.935 3.533 0.846  -0.2653
O5 3.664 4.143 1.598  0.1272
H1 5.899 -1.941 0.845  0.0581
H2 5.582 -3.500 1.591  0.0688
H3 4.763 -2.054 2.261  0.0745
H4 2.989 -2.958 1.034  0.0999
H5 4.087 -3.825 -0.034  0.1129
H6 4.433 -1.925 -1.351  0.1179
H7 5.545 -0.097 -0.424  0.1134
H8 5.321 2.247 0.262  0.1280
H9 0.120 -0.285 -0.673  0.1239
H10 0.378 -0.844 0.957  0.0948
H11 1.438 -2.543 -1.406  0.1067
H12 1.121 -2.975 0.257  0.0832
H13 -0.831 -2.527 -1.972  0.1191
H14 -0.792 -3.863 -0.752  0.1183
H15 -1.873 -1.001 -0.326  0.1013
H16 -2.752 -2.490 -0.523  0.1079
H17 -1.476 -0.749 2.873  0.0924
H18 -1.454 3.026 -0.450  0.1235
H19 -1.612 5.348 -1.449  0.1099
H20 0.373 6.832 -1.314  0.1106
H21 2.523 6.057 -0.244  0.1281
C21 -5.353 -2.682 5.489  -0.0779
C22 -6.002 -3.597 6.511  -0.2887
O6 -6.145 -4.918 5.997  -0.1938
P1 -5.079 -6.109 6.392  0.5825
O7 -4.895 -5.918 7.862  -0.2357
O8 -6.070 -7.410 6.388  -0.2137
C23 -6.112 -8.304 7.497  -0.2976
C24 -7.307 -7.994 8.376  -0.0785
O9 -4.753 -6.458 4.816  -0.1820
C25 -3.788 -5.672 4.106  -0.2809
C26 -2.512 -5.451 4.888  -0.0775
H22 -4.304 -2.948 5.339  0.0620
H23 -5.389 -1.643 5.825  0.0775
H24 -5.855 -2.756 4.524  0.0819
H25 -5.430 -3.585 7.441  0.1041
H26 -7.006 -3.235 6.740  0.1169
H27 -5.183 -8.271 8.066  0.1019
H28 -6.207 -9.315 7.094  0.1139
H29 -7.308 -6.951 8.693  0.0730
H30 -7.312 -8.630 9.264  0.0745
H31 -8.234 -8.160 7.825  0.0748
H32 -4.239 -4.725 3.806  0.0904
H33 -3.556 -6.214 3.188  0.1228
H34 -2.701 -4.872 5.802  0.0697
H35 -1.785 -4.905 4.286  0.0747
H36 -2.076 -6.405 5.190  0.0855
C27 2.910 5.603 -9.615  -0.0801
C28 3.352 4.623 -8.544  -0.2872
O10 3.562 5.285 -7.299  -0.1939
P2 2.424 5.250 -6.111  0.5839
O11 1.983 3.824 -6.111  -0.2307
O12 3.377 5.265 -4.785  -0.2088
C29 3.206 4.301 -3.747  -0.2925
C30 4.233 3.195 -3.886  -0.0671
O13 2.380 6.898 -5.987  -0.1845
C31 1.575 7.656 -6.892  -0.2804
C32 0.179 7.092 -7.060  -0.0858
H37 1.899 5.968 -9.414  0.0603
H38 2.903 5.125 -10.596  0.0784
H39 3.574 6.468 -9.650  0.0804
H40 2.625 3.815 -8.454  0.1049
H41 4.305 4.176 -8.830  0.1187
H42 2.190 3.904 -3.741  0.1030
H43 3.354 4.817 -2.795  0.1060
H44 4.197 2.741 -4.876  0.0752
H45 4.069 2.417 -3.136  0.0665
H46 5.239 3.597 -3.757  0.0784
H47 2.088 7.740 -7.853  0.1036
H48 1.508 8.664 -6.482  0.1211
H49 0.205 6.091 -7.508  0.0676
H50 -0.420 7.735 -7.705  0.0849
H51 -0.318 7.004 -6.092  0.0848

Values from the calculation:
Highest occupied orbital energy ... -8.97 eV
Total charge ... 0
Max |F| ... 7.39 eV Å⁻¹
SMILES ... CCNc1ccc2c(c1CCCCS(=O)(=O)O)C(=O)c1ccccc1C2=O.CCOP(=O)(OCC)OCC.CCOP(=O)(OCC)OCC
E_LUMO ... -0.6 eV
Energy relative to the best compared isomer or geometry (same formula, charge and spin) ... 0.0 kcal per mole
Kohn-Sham gap ... 8.32 eV


(3)
Below is 2 unconnected molecules or ions with the total composition C32H51O3Si4 at a distorted geometry, with properties calculated with the ωB97M-V functional and the def2-TZVPD basis.

Each line ends with the Löwdin charge.
Positions of all 90 atoms, in Å:
C1 3.962 2.356 2.585  -0.1918
Si1 2.649 2.308 3.940  0.4057
C2 3.430 2.234 5.656  -0.2094
C3 1.439 3.749 3.856  -0.2215
Si2 1.287 0.458 3.646  0.4673
Si3 0.417 0.412 1.507  0.4309
C4 1.872 0.422 0.310  -0.1893
C5 -0.583 -1.188 1.474  -0.1974
C6 -0.711 1.887 1.178  -0.1986
Si4 2.683 -1.373 3.971  0.4199
C7 3.994 -1.477 2.617  -0.1962
C8 3.462 -1.240 5.686  -0.2078
C9 1.492 -2.835 3.971  -0.2137
O1 -0.014 0.282 4.825  -0.2502
C10 -1.362 0.340 4.614  -0.3592
C11 -1.984 1.477 4.176  -0.0704
C12 -3.452 1.640 4.243  -0.1980
C13 -4.195 0.384 4.739  -0.1811
C14 -3.453 -0.889 4.324  -0.2112
C15 -2.106 -0.904 5.019  -0.1278
H1 4.575 3.250 2.772  0.0391
H2 4.628 1.483 2.596  0.0167
H3 3.537 2.449 1.579  0.0089
H4 3.881 3.214 5.862  0.0341
H5 2.669 2.039 6.425  0.0419
H6 4.212 1.474 5.746  0.0067
H7 2.018 4.673 4.004  0.0315
H8 0.909 3.818 2.898  0.0113
H9 0.692 3.681 4.661  0.0338
H10 1.424 0.393 -0.695  0.0359
H11 2.478 1.332 0.385  0.0128
H12 2.536 -0.443 0.417  0.0113
H13 -1.270 -1.145 0.618  0.0137
H14 0.057 -2.072 1.355  0.0265
H15 -1.190 -1.333 2.382  0.0197
H16 -1.260 1.706 0.240  0.0194
H17 -1.469 2.029 1.958  -0.0036
H18 -0.147 2.827 1.089  0.0314
H19 4.606 -2.365 2.839  0.0376
H20 3.565 -1.610 1.617  0.0088
H21 4.661 -0.605 2.594  0.0168
H22 3.907 -2.215 5.930  0.0344
H23 4.247 -0.481 5.751  0.0076
H24 2.697 -1.014 6.444  0.0422
H25 2.085 -3.736 4.188  0.0324
H26 0.735 -2.727 4.764  0.0266
H27 0.974 -2.985 3.017  0.0041
H28 -1.371 2.337 3.873  0.1032
H29 -3.728 2.480 4.903  0.1209
H30 -3.810 1.934 3.236  0.0741
H31 -4.225 0.388 5.838  0.1191
H32 -5.239 0.397 4.391  0.1103
H33 -4.043 -1.779 4.581  0.1192
H34 -3.276 -0.867 3.241  0.0625
H35 -1.495 -1.805 4.809  0.1162
H36 -2.281 -0.849 6.113  0.1378
C16 -3.476 -5.946 -0.867  -0.0880
C17 -3.417 -5.119 0.424  -0.0777
C18 -3.709 -3.711 -0.029  -0.1210
C19 -3.959 -3.785 -1.420  -0.1773
O2 -3.832 -5.024 -1.967  0.0307
C20 -4.352 -2.651 -2.154  0.0443
C21 -4.516 -1.464 -1.479  0.0131
C22 -4.118 -1.302 -0.103  -0.1729
C23 -4.029 -0.020 0.515  0.1073
C24 -4.312 1.222 -0.130  -0.1938
C25 -4.900 2.290 0.613  0.0564
C26 -5.227 3.474 -0.011  -0.1261
C27 -4.985 3.629 -1.398  -0.1844
O3 -5.376 4.826 -1.915  0.0207
C28 -5.954 5.607 -0.801  -0.0914
C29 -5.874 4.744 0.463  -0.0827
C30 -4.360 2.617 -2.150  0.0378
C31 -3.968 1.472 -1.502  -0.0213
C32 -3.792 -2.498 0.620  0.0572
H37 -2.513 -6.399 -1.126  0.1314
H38 -4.242 -6.728 -0.837  0.1315
H39 -4.176 -5.470 1.135  0.1317
H40 -2.432 -5.204 0.895  0.1296
H41 -4.527 -2.759 -3.219  0.1336
H42 -4.931 -0.630 -2.039  0.1150
H43 -3.840 0.012 1.585  0.1081
H44 -5.141 2.135 1.668  0.1206
H45 -5.373 6.530 -0.720  0.1299
H46 -6.985 5.859 -1.073  0.1299
H47 -6.873 4.550 0.873  0.1305
H48 -5.275 5.240 1.237  0.1310
H49 -4.188 2.793 -3.212  0.1347
H50 -3.405 0.724 -2.061  0.1227
H51 -3.605 -2.446 1.696  0.1237

Values from the calculation:
Highest occupied orbital energy ... -9.65 eV
Total charge ... +1
Max |F| ... 2.31 eV Å⁻¹
E_LUMO ... -5.0 eV
Energy relative to the best compared isomer or geometry (same formula, charge and spin) ... 0.0 kcal per mole
Kohn-Sham gap ... 4.69 eV